{"formula": "C22H28BrFN2O7", "method": "ωB97M-V with the def2-TZVPD basis set", "total_energy_ha": -4165.078774, "smiles": "CC[C@H](Br)N(CCCF)C(=O)OC[C@@H](O)CN.O=C1C=CC(=O)C=C1.O=C1C=CC(=O)C=C1", "max_force_ev_per_a": 3.17, "e_lumo_ev": -1.866, "multiplicity": 1, "elements": ["C", "H", "H", "O", "H", "H", "H", "H", "C", "C", "O", "C", "C", "H", "H", "H", "C", "H", "H", "O", "H", "O", "H", "H", "C", "O", "C", "C", "F", "C", "H", "N", "H", "C", "H", "C", "O", "C", "H", "H", "H", "Br", "C", "C", "C", "C", "C", "C", "H", "H", "C", "H", "H", "O", "H", "C", "N", "C", "H", "H", "H"], "xyz": [[1.71838, 0.68974, -3.16569], [-0.82411, 0.91987, 1.68847], [0.29316, -0.01956, 2.65732], [3.12379, 0.34083, 2.53196], [2.30027, 0.40028, -2.30012], [-6.60900, 3.43087, -3.20900], [0.22075, 0.71004, -0.19799], [2.01506, -0.56722, 0.97276], [3.44632, -0.95117, 2.87612], [1.36802, 1.87812, -5.27996], [-0.08185, -0.60497, -2.37999], [1.26157, 1.38640, 1.31244], [2.31663, -3.03615, 2.43535], [2.75610, -0.46599, 7.07704], [2.35121, -3.89501, 3.09788], [-1.47266, 0.09753, -4.45543], [0.24639, -4.41912, 1.88958], [3.10690, 0.73687, 0.53556], [2.17200, 1.05040, 6.44469], [1.79904, 2.61755, -6.13927], [-0.59247, 1.60793, -6.22053], [4.55576, -1.28640, 2.86711], [1.20102, -2.98226, 0.56039], [0.70450, -0.79697, 5.78740], [2.10425, -1.94722, 4.60989], [-8.25648, 1.98459, -4.59928], [2.40773, 0.39625, 1.29761], [-6.43466, 0.93281, -5.65465], [-0.13562, -4.39123, 3.21555], [1.00242, -3.14850, 1.61713], [3.17181, -3.12723, 1.77905], [-0.14066, 1.90747, 3.35732], [-4.64359, 0.13653, -6.45584], [-4.20373, 1.67396, -4.95886], [-0.13724, 2.84742, 2.98152], [-6.14015, 2.73631, -3.89416], [-2.99634, 1.58288, -5.06541], [2.19445, 1.49935, -4.10601], [0.35840, -2.33708, 1.93194], [0.83348, -5.32119, 1.75387], [1.29343, -2.65257, 4.69996], [3.63170, -2.74572, 5.56186], [2.60911, 0.09447, 6.16487], [-4.81913, 2.63340, -4.01141], [-0.47972, 0.51223, -4.41610], [1.62031, -0.60701, 5.23579], [-7.05337, 1.89336, -4.70626], [-0.00466, 1.31985, -5.35936], [-4.13605, 3.23799, -3.42831], [0.61582, 1.85526, 4.02998], [-5.11361, 0.83089, -5.77081], [-7.11646, 0.32763, -6.23834], [-0.63205, -4.43904, 1.25782], [0.75881, 1.49242, -0.01428], [1.57603, 2.38382, 1.59024], [0.10132, 0.97020, 2.25655], [2.32493, -1.76800, 3.18757], [0.34733, 0.13433, -3.24701], [3.19223, 1.91704, -4.06277], [3.54360, 0.29906, 5.65732], [1.37962, 0.04364, 4.41694]]}

{"formula": "C3H9NOS", "method": "ωB97M-V with the def2-TZVPD basis set", "total_energy_ha": -647.846034, "smiles": "NC=O.CSC", "max_force_ev_per_a": 3.61, "e_lumo_ev": 0.815, "de_lowest_kcal_mol": 32.66, "multiplicity": 1, "elements": ["H", "C", "H", "H", "O", "C", "H", "H", "H", "C", "N", "H", "H", "S", "H"], "xyz": [[1.99930, -1.09129, 0.72265], [-0.67842, -1.59236, -1.20771], [0.62722, 2.99308, 0.56886], [-2.23664, -0.67321, -0.19733], [-0.18305, -0.61956, -1.70779], [1.88608, 0.04843, 0.79163], [-0.99290, 2.09819, 0.09620], [2.32648, 0.26205, -0.26401], [0.31043, 2.08444, -1.01554], [0.10441, 2.19864, 0.05083], [-1.92588, -1.60322, -0.51767], [-0.21450, -2.57771, -1.07534], [2.65848, 0.35882, 1.52121], [0.27976, 0.70244, 1.19570], [-1.88084, -2.44267, -0.01034]]}

{"formula": "C21H74F3N34O19", "method": "ωB97M-V with the def2-TZVPD basis set", "total_energy_ha": -4435.801522, "max_force_ev_per_a": 10.03, "total_charge": -1, "e_lumo_ev": 1.544, "de_lowest_kcal_mol": 209.91, "multiplicity": 1, "elements": ["H", "C", "H", "H", "C", "H", "C", "H", "C", "H", "O", "C", "H", "H", "H", "N", "N", "H", "C", "H", "H", "N", "H", "N", "H", "N", "H", "H", "H", "H", "H", "N", "C", "H", "C", "H", "H", "F", "N", "F", "H", "H", "O", "H", "N", "H", "C", "C", "N", "H", "N", "H", "H", "H", "H", "H", "H", "H", "C", "N", "O", "H", "H", "H", "C", "N", "N", "O", "O", "O", "N", "C", "H", "N", "H", "C", "H", "O", "N", "O", "C", "H", "C", "N", "C", "N", "H", "H", "H", "H", "H", "H", "H", "N", "H", "O", "H", "N", "H", "H", "H", "H", "N", "H", "N", "N", "F", "H", "O", "N", "C", "H", "O", "H", "N", "H", "O", "H", "H", "N", "H", "O", "C", "C", "H", "H", "H", "O", "H", "N", "O", "N", "N", "H", "O", "H", "N", "H", "H", "O", "N", "H", "N", "N", "H", "N", "H", "O", "H", "O", "C"], "xyz": [[-3.36606, 0.60766, 5.65531], [2.53280, -0.83292, -0.95130], [-2.96083, 2.80344, -1.44057], [-2.69621, -6.81596, -2.28876], [-2.27393, -0.72666, 4.63185], [-2.01329, 0.53719, -4.20274], [-1.21775, -1.21117, -4.14007], [1.33179, 0.80818, -0.29748], [0.12159, 6.47801, 0.70349], [-4.10938, -5.89531, -2.09533], [-1.61917, 2.45232, 5.71311], [-1.27836, 0.75414, 0.90604], [0.88535, 0.26062, -1.83540], [3.14509, -3.74097, 3.85360], [-2.25576, -3.21929, -1.28217], [-1.04094, 3.67985, -1.65385], [-0.25343, 5.39767, 1.19296], [-1.21316, 5.20999, 0.94041], [-4.09111, 3.91451, 1.52122], [1.17443, 2.25112, -3.53485], [6.50991, -3.98581, -0.91526], [-3.12157, -5.90006, -2.30583], [-5.04712, -2.60074, 1.61284], [-3.37043, -0.31772, 5.25063], [-4.63944, 5.68237, 1.24851], [0.47635, -3.78420, -0.51100], [2.70507, 1.33443, 3.63143], [-4.77038, 3.01743, 3.13303], [-0.56129, -2.94128, -3.25779], [-5.52531, 1.74998, -1.01164], [-0.57366, 3.97365, 3.24155], [5.07523, -1.95585, 1.44320], [-2.19093, -5.04697, -2.13169], [4.11134, 4.03188, 2.19732], [5.89486, -2.80943, -2.30141], [0.94778, -2.31965, 1.95156], [-0.35872, -0.28936, 4.68947], [-0.91382, 2.03267, 0.52536], [2.44508, -3.37966, 3.22151], [-2.53551, 0.90044, 1.49554], [7.47106, -3.96422, -2.49597], [4.06227, 2.64645, -0.66658], [1.22361, 6.78719, 0.50446], [4.75579, -3.94722, -1.05520], [3.71708, 3.20112, 2.61507], [-1.56296, 3.98071, -0.84324], [5.41766, -2.70666, 2.38493], [2.82341, 3.80011, -1.56908], [-1.00908, 7.08682, 0.54680], [5.19733, -4.42291, 1.35182], [1.56369, 1.50651, -4.09533], [-1.53417, 0.04485, -1.09161], [0.45253, -2.77466, -0.49159], [0.30810, 4.60274, 4.68393], [0.37639, 4.61065, 1.25642], [7.23701, -2.63966, -3.69482], [-4.01299, -1.26916, 2.15371], [1.98576, -6.20322, 0.49073], [2.44667, 3.00511, 2.58703], [-1.99569, -0.31708, -3.66422], [2.67417, 1.03046, -5.94609], [-5.41739, 4.92725, 2.66764], [-2.31334, -0.34855, -2.70599], [-1.72237, 7.06956, 1.26165], [2.30785, 1.82808, -5.08007], [2.99670, -3.41153, -4.74795], [-0.22020, 4.10259, 5.38454], [2.03240, 4.08258, -2.43516], [-5.66336, 0.42298, -3.09732], [1.00353, -4.07114, -5.43899], [-4.84172, 4.88808, 1.83867], [-1.14096, 3.32345, 5.03997], [3.39525, -0.18588, -1.11135], [-2.75315, -4.04819, -1.57481], [-3.77295, 2.05653, 1.93799], [-1.63550, 3.16008, -2.70047], [-3.75871, -4.11824, -1.51132], [2.28026, -3.62082, 0.59871], [5.66868, -3.62145, -1.33913], [-1.17984, 3.15546, -3.85954], [-5.15113, 0.08160, -2.08599], [6.31159, -4.37364, 2.68985], [1.31833, -3.16006, 3.72661], [-1.31393, 3.47753, 3.71691], [1.12645, -0.11424, -0.84069], [1.29781, -5.61330, 0.04485], [-4.29218, -1.59459, -2.61714], [1.06929, 1.96852, 3.45823], [-1.03436, 7.83466, -0.13158], [2.55333, 3.56792, -4.29507], [4.83728, -0.97802, 1.52879], [3.11576, 3.74238, 0.34906], [2.60523, -3.48963, 2.23037], [2.73890, 2.99280, -5.10432], [4.85850, -2.28279, 0.51249], [-1.02887, -5.21938, -2.47269], [0.01166, 4.23744, 6.35827], [-4.92460, -1.66876, 1.98231], [-4.76322, 0.24893, -0.30362], [2.78683, -1.23457, 0.02965], [-4.32010, -0.65416, 5.17967], [2.23672, 5.17145, -0.09333], [-4.69768, -1.08890, -1.84258], [1.12376, 0.59825, -4.05493], [3.61938, 2.77438, -1.56524], [-0.95289, -2.01510, -3.16314], [-0.45741, 0.60412, 1.90011], [-0.03894, 3.80413, -1.67940], [5.10395, -2.00400, -2.72691], [1.50833, -4.03075, -3.25914], [1.47477, -4.31433, 0.02367], [-7.87064, -0.79702, 1.54346], [0.08519, -1.00537, -0.24295], [2.48408, -1.65835, -1.66151], [2.88271, 4.43727, -0.34587], [-0.29687, -4.34015, -0.84739], [-2.16234, -1.72618, 3.92980], [-0.43508, -2.43661, 2.88275], [3.89431, 2.36739, -2.44777], [-5.16244, 0.80797, -1.04403], [3.26173, -2.88261, -5.56655], [0.98063, -3.38253, 4.88555], [-5.93388, -0.87730, 2.01539], [-1.18760, -0.43326, -0.17542], [-1.91092, 2.92312, 3.11997], [-4.33678, -1.29330, -0.92167], [4.35802, 2.42609, 2.70790], [-0.82618, -1.32941, -5.28426], [2.07988, -3.56208, -2.57082], [-2.81704, 2.73533, -2.43796], [-3.45679, 3.90803, 0.52328], [5.76256, -3.88759, 1.99528], [0.56098, -2.59878, 2.84182], [-1.40749, 0.95906, 5.36049], [1.70683, 3.76418, 2.15920], [-3.53115, 2.27173, -2.98130], [-7.05699, -1.38778, 1.63872], [-1.14722, -1.73668, -2.21192], [-7.05431, -2.29860, 1.20226], [5.74083, -2.27318, 3.40923], [-4.15970, 2.89983, 2.33721], [0.65984, -4.46621, -2.92666], [2.04289, 1.95620, 3.18982], [-1.27425, 0.04280, 4.95700], [3.64347, -3.23251, -3.99314], [7.07060, -3.09055, -2.80650], [3.48318, 3.23367, -5.74318], [-2.11661, -1.47507, -0.12903], [0.53059, -5.90733, -0.54253], [-5.86327, 0.27188, 2.51388], [1.83482, -3.94740, -4.51838]]}

{"formula": "C3H9N", "method": "ωB97M-V with the def2-TZVPD basis set", "total_energy_ha": -174.407046, "smiles": "C=N.CC", "max_force_ev_per_a": 1.08, "e_lumo_ev": 1.161, "de_lowest_kcal_mol": 28.86, "multiplicity": 1, "elements": ["H", "N", "H", "C", "H", "H", "C", "H", "H", "H", "H", "H", "C"], "xyz": [[-2.32951, -1.55310, -0.44728], [-0.90755, -2.40072, 0.92022], [1.36079, 2.25503, -1.17221], [-1.32140, -1.84412, -0.13222], [-0.11637, 1.33517, -1.25647], [1.84378, 1.14753, 1.06019], [0.83723, 1.24209, 0.65934], [0.27091, 2.10134, 1.01081], [0.27644, 0.39470, 1.04485], [1.43676, 0.50788, -1.36624], [-1.66647, -2.79503, 1.47840], [-0.59028, -1.70443, -0.93493], [0.90568, 1.31366, -0.86447]]}

{"formula": "C7H7ILiN2", "method": "ωB97M-V with the def2-TZVPD basis set", "total_energy_ha": -685.523542, "max_force_ev_per_a": 1.46, "total_charge": 1, "e_lumo_ev": -2.843, "multiplicity": 1, "elements": ["H", "H", "C", "I", "N", "H", "N", "H", "C", "C", "C", "Li", "H", "C", "C", "C", "H", "H"], "xyz": [[-0.64593, -0.74584, 5.73884], [2.09777, 0.20516, -1.22336], [0.05527, 0.00426, 5.36954], [-2.98783, -0.29104, -4.15976], [0.05717, 0.00606, -1.10726], [-1.98503, -0.19324, -1.19426], [0.05677, 0.00586, 2.80404], [2.16587, 0.21176, -3.71116], [-1.14023, -0.11084, -3.17016], [-1.08203, -0.10514, -1.78326], [0.04007, 0.00436, -3.89296], [0.05317, 0.00566, 0.86104], [-0.24343, 0.98626, 5.73994], [1.18837, 0.11636, -1.80296], [0.05547, 0.00516, 3.95174], [1.22727, 0.12016, -3.18796], [1.05527, -0.22844, 5.73924], [0.03207, 0.00356, -4.97126]]}